1.
{
  "formula": "C5H11N3",
  "method": "the ωB97M-V functional and the def2-TZVPD basis",
  "symbols": ["C", "C", "C", "C", "C", "N", "N", "N", "H", "H", "H", "H", "H", "H", "H", "H", "H", "H", "H"],
  "xyz": [[0.8601, -0.4379, -1.4757], [2.4720, -0.1738, 0.3809], [3.5333, 0.0104, 1.1299], [-0.6248, 0.0006, -1.5491], [-0.7978, -0.6220, 1.7507], [1.6416, -0.2393, -0.5144], [-1.0976, 0.6827, -0.3575], [-2.4271, 1.0125, -0.3325], [1.1471, -1.1424, -2.3071], [3.5592, 0.6955, 1.9884], [4.3785, -0.6640, 0.9661], [-0.6481, 0.7002, -2.4828], [-1.1224, -1.0178, -1.7670], [-0.5396, 0.1801, 2.4484], [-1.8087, -0.8753, 1.5700], [-0.1428, -1.3407, 1.3116], [-2.5859, 1.5754, 0.4707], [-2.9421, 0.0896, -0.1334], [-2.8547, 1.5661, -1.0973]],
  "atomic_forces_ev_per_a": [[-1.603, -0.669, -0.597], [0.881, 0.514, -0.536], [-0.824, -0.237, 0.198], [0.373, -0.349, -0.801], [-0.354, 1.447, -1.889], [0.382, -0.129, 0.697], [3.979, -0.228, 0.919], [-2.502, -2.616, 0.059], [0.061, 0.835, 0.884], [-0.134, -0.315, -0.380], [-0.040, 0.290, -0.127], [-0.363, -1.197, 1.290], [0.305, 1.436, -0.080], [0.100, -0.451, -0.346], [-0.981, -0.230, 0.508], [0.770, -0.172, 0.253], [-0.087, 0.848, 1.218], [-0.344, 1.760, -0.880], [0.380, -0.537, -0.390]],
  "mulliken_charge": [-0.118, 0.695, -0.756, -0.433, -0.593, -0.005, -0.405, -0.219, 0.388, 0.290, 0.294, 0.404, 0.335, 0.278, 0.407, 0.347, 0.321, 0.394, 0.375],
  "homo_lumo_gap_ev": [7.30, 8.99],
  "homo_ev": [-17.06, -17.85],
  "charge": 2,
  "e_above_lowest_kcal_mol": 202.8
}

---

2.
{
  "formula": "C2H4I2",
  "method": "the ωB97M-V functional and the def2-TZVPD basis",
  "symbols": ["C", "C", "I", "I", "H", "H", "H", "H"],
  "xyz": [[0.7081, 0.1473, 0.2566], [0.3835, -1.0395, -0.0670], [-0.3579, -2.3622, 1.4498], [1.2420, -1.6626, -1.7970], [-1.8501, 1.9932, -0.5317], [0.1378, 0.3979, 1.3200], [0.9432, 0.8735, -0.4945], [-1.2066, 1.6525, -0.1363]],
  "atomic_forces_ev_per_a": [[-3.082, 3.464, 4.391], [0.198, -3.521, 0.283], [0.163, 0.240, -0.896], [0.068, -1.109, -1.269], [1.867, -0.960, 1.154], [2.143, 0.329, -2.676], [0.660, 0.499, 0.207], [-2.018, 1.057, -1.195]],
  "mulliken_charge": [-1.048, 0.194, 0.084, 0.091, 0.254, 0.249, 0.417, -0.240],
  "homo_lumo_gap_ev": 9.06,
  "homo_ev": -9.32,
  "e_above_lowest_kcal_mol": 65.9
}